[1]
Formula: C17H30N4O2
Source: the Open Molecules 2025 dataset
Level of theory: wB97M-V/def2-TZVPD

Element x y z (Å)
C -2.51 0.58 2.36
O -2.97 1.52 1.41
C -3.56 0.92 0.24
C -2.70 1.32 -0.95
N -1.31 0.95 -0.77
C -0.99 -0.39 -0.88
O -1.79 -1.21 -1.32
N 0.28 -0.74 -0.49
C 0.61 -2.15 -0.38
C 1.22 0.25 0.03
C 2.64 -0.20 -0.05
C 3.48 -0.53 0.97
N 4.67 -0.89 0.37
C 4.49 -0.75 -0.97
N 3.28 -0.35 -1.26
C 5.58 -1.08 -1.94
C 6.94 -1.09 -1.25
C 6.87 -1.89 0.05
C 5.92 -1.23 1.04
C -5.04 1.32 0.14
C -5.76 0.82 1.39
C -5.66 0.66 -1.09
C -5.20 2.84 0.05
H -2.07 1.15 3.18
H -3.32 -0.03 2.75
H -1.75 -0.08 1.93
H -3.51 -0.17 0.33
H -3.06 0.85 -1.86
H -2.73 2.41 -1.08
H -0.83 1.47 -0.06
H -0.24 -2.72 -0.75
H 1.49 -2.39 -0.97
H 0.80 -2.42 0.67
H 1.13 1.16 -0.56
H 1.00 0.49 1.08
H 3.35 -0.54 2.04
H 5.38 -2.06 -2.37
H 5.55 -0.36 -2.76
H 7.70 -1.51 -1.91
H 7.25 -0.06 -1.01
H 6.51 -2.91 -0.17
H 7.85 -1.99 0.51
H 6.37 -0.32 1.43
H 5.70 -1.89 1.88
H -5.36 1.28 2.29
H -6.83 1.07 1.34
H -5.68 -0.27 1.48
H -5.27 1.07 -2.02
H -5.47 -0.42 -1.10
H -6.74 0.81 -1.09
H -4.79 3.24 -0.88
H -6.26 3.11 0.08
H -4.70 3.33 0.89

Values from the calculation:
LUMO level   0.02447 Eh
Charge   0
DFT total energy   -1035.31880 hartree
Orbital gap   0.340 hartree
SMILES string   CO[C@H](CNC(=O)N(C)Cc1cn2c(n1)CCCC2)C(C)(C)C

---

[2]
Formula: C17H30N6O2S
Source: the Open Molecules 2025 dataset
Level of theory: wB97M-V/def2-TZVPD

Element x y z (Å)
C 1.93 -0.66 -3.34
C 1.78 0.55 -2.55
N 1.56 1.45 -1.88
H 0.99 -0.89 -3.83
H 2.14 -1.47 -2.64
H 2.74 -0.70 -4.07
C -4.09 0.40 -0.11
C -3.49 1.52 0.61
N -3.01 2.40 1.17
H -4.96 0.04 0.44
H -3.32 -0.34 -0.29
H -4.43 0.78 -1.08
C 2.46 4.20 1.41
C 3.22 5.23 0.70
N 3.87 6.01 0.17
H 1.41 4.20 1.10
H 2.43 4.43 2.47
H 2.91 3.23 1.19
C -2.71 -2.86 1.62
C -3.22 -1.92 2.61
N -3.62 -1.18 3.39
H -3.56 -3.51 1.38
H -1.90 -3.44 2.05
H -2.43 -2.27 0.76
C 4.94 1.69 -1.26
C 4.98 1.51 -2.69
N 5.01 1.29 -3.82
H 5.02 2.74 -0.95
H 5.79 1.15 -0.83
H 4.06 1.23 -0.83
C -1.94 1.50 4.36
C -0.49 1.40 4.40
N 0.65 1.32 4.43
H -2.21 2.47 3.94
H -2.34 1.43 5.37
H -2.38 0.72 3.75
C -2.10 -4.02 -1.74
S -1.94 -2.34 -2.36
O -0.82 -1.73 -1.66
C -1.44 -2.84 -4.00
H -2.03 -4.03 -0.66
H -1.29 -4.65 -2.11
H -3.03 -4.49 -2.06
H -0.44 -3.27 -3.97
H -1.43 -1.95 -4.62
H -2.16 -3.53 -4.44
C -0.37 0.29 0.88
C 0.79 -0.59 1.25
O 0.57 -1.66 1.78
C 2.20 -0.11 1.03
H -0.76 0.65 1.84
H -1.12 -0.39 0.48
H -0.18 1.12 0.21
H 2.76 -0.85 0.45
H 2.74 -0.11 1.98
H 2.28 0.87 0.58

Values from the calculation:
LUMO level   -0.00006 Eh
Charge   0
DFT total energy   -1542.87278 hartree
Orbital gap   0.347 hartree

---

[3]
Formula: C17H30NO2P2TcTe
Source: the Open Molecules 2025 dataset
Level of theory: wB97M-V/def2-TZVPD

Element x y z (Å)
C 1.02 4.20 -1.29
C 0.55 2.99 -0.80
N 0.86 1.84 -1.45
C 1.82 1.81 -2.41
C 2.29 3.00 -2.93
C 1.88 4.21 -2.38
C -0.26 2.88 0.47
P -0.62 1.11 0.94
Tc -0.08 0.05 -0.90
P 1.70 -0.92 -1.75
C 2.33 0.46 -2.84
O -5.75 1.51 -0.22
O -2.65 -0.44 -2.09
H 0.69 5.10 -0.78
H 3.00 2.93 -3.76
H 2.24 5.15 -2.79
C 0.17 0.92 2.56
C -2.40 1.11 1.34
H 2.03 0.24 -3.88
H 3.43 0.43 -2.81
H -1.14 3.38 0.40
H 0.30 3.31 1.32
C 3.19 -1.43 -0.83
C 1.42 -2.28 -2.92
H -3.24 -3.71 0.05
H -3.42 -0.19 -1.54
H -6.41 1.80 0.36
H -5.84 2.07 -1.01
H 0.63 -0.72 0.29
H -2.53 0.41 -2.70
H -0.56 1.12 3.35
H 0.54 -0.10 2.65
H 1.01 1.62 2.63
H -2.52 1.48 2.37
H -2.96 1.75 0.64
H -2.77 0.08 1.27
H 2.28 -2.96 -2.89
H 0.51 -2.80 -2.63
H 1.31 -1.86 -3.93
H 3.65 -2.29 -1.34
H 3.89 -0.59 -0.79
H 2.89 -1.71 0.18
Te -1.83 -2.86 -0.29
C -0.86 -2.99 1.62
C 0.48 -3.41 1.66
C 1.17 -3.33 2.88
C 0.53 -2.87 4.03
C -0.82 -2.47 3.97
C -1.52 -2.52 2.76
H 0.96 -3.76 0.75
H 2.22 -3.65 2.92
H 1.07 -2.82 4.97
H -1.32 -2.13 4.87
H -2.56 -2.19 2.68

Values from the calculation:
LUMO level (alpha / beta)   -0.09494 / -0.11963 Eh
Charge   +1
DFT total energy   -1902.21530 hartree
Orbital gap (alpha / beta)   0.240 / 0.256 hartree
Spin multiplicity   4

---

[4]
Formula: C17H30O5SSi
Source: the Open Molecules 2025 dataset
Level of theory: wB97M-V/def2-TZVPD

Element x y z (Å)
C -2.72 2.08 3.02
C -3.19 2.11 1.57
O -2.09 2.19 0.67
C -2.08 1.23 -0.37
C -1.63 1.92 -1.64
O -1.34 0.98 -2.67
C 0.00 0.48 -2.59
C -0.03 -0.89 -3.23
O 1.18 -1.61 -3.17
C 1.72 -1.74 -1.86
Si 3.03 -3.11 -1.91
C 4.65 -2.59 -1.09
C 4.43 -2.10 0.31
O 3.36 -2.24 0.86
C 5.54 -1.40 1.02
C 5.26 -0.45 1.99
C 6.31 0.21 2.63
C 7.64 -0.08 2.31
C 7.92 -1.04 1.35
C 6.87 -1.70 0.71
H -3.13 2.90 3.60
H -3.04 1.17 3.52
H -1.63 2.12 3.07
H -3.80 3.00 1.44
H -3.82 1.24 1.40
H -1.36 0.45 -0.11
H -3.05 0.77 -0.53
H -2.44 2.54 -2.01
H -0.76 2.55 -1.45
H 0.30 0.46 -1.54
H 0.65 1.15 -3.16
H -0.88 -1.47 -2.83
H -0.24 -0.75 -4.28
H 0.95 -2.01 -1.13
H 2.20 -0.81 -1.56
H 2.57 -4.40 -1.36
H 3.35 -3.36 -3.34
H 5.34 -3.43 -1.08
H 5.11 -1.78 -1.67
H 4.24 -0.21 2.24
H 6.12 0.95 3.39
H 8.46 0.44 2.79
H 8.94 -1.28 1.08
H 7.12 -2.44 -0.03
C -8.74 1.29 1.23
S -7.08 0.62 1.39
O -6.23 1.71 1.93
C -6.75 0.53 -0.38
H -9.12 1.47 2.23
H -8.70 2.23 0.68
H -9.38 0.57 0.72
H -6.85 1.52 -0.82
H -7.44 -0.17 -0.84
H -5.73 0.17 -0.51

Values from the calculation:
LUMO level   0.01409 Eh
Charge   0
DFT total energy   -1729.54002 hartree
Orbital gap   0.351 hartree

---

[5]
Formula: C17H31B2Cl3CsF2KN2O18PV
Source: the Open Molecules 2025 dataset
Level of theory: wB97M-V/def2-TZVPD

Element x y z (Å)
O -0.85 2.28 2.60
N -0.07 1.86 1.82
O -0.63 0.88 1.04
P 0.10 -0.61 1.60
C 0.80 -2.22 2.36
C 1.73 -3.05 1.39
C 3.23 -3.09 1.94
C 3.40 -3.51 3.37
C 4.75 -3.60 4.08
C 5.93 -3.30 3.28
C 5.75 -2.88 1.86
C 4.42 -2.75 1.16
B 1.83 0.09 1.10
O 2.02 0.40 -0.33
O 2.92 0.30 1.94
H -0.44 -0.30 2.92
H -0.79 -1.34 0.71
H -0.11 -2.89 2.64
H 1.28 -1.94 3.34
H 1.38 -4.13 1.45
H 1.67 -2.77 0.31
H 2.47 -3.73 3.98
H 4.77 -3.89 5.16
H 6.92 -3.39 3.78
H 6.70 -2.66 1.29
H 4.34 -2.41 0.10
H 2.42 -0.43 -0.77
H 2.65 0.24 2.88
Cl 3.49 -5.67 3.63
O 7.37 1.44 0.08
V 6.10 0.61 -0.71
O 4.83 -0.22 -1.50
Cl 2.79 -2.20 -1.34
C -5.64 5.45 3.89
C -5.91 4.46 2.77
O -4.75 4.12 2.04
C -3.71 3.51 2.75
C -4.09 2.20 3.42
H -5.19 6.36 3.50
H -6.57 5.71 4.40
H -4.95 5.05 4.64
H -6.61 4.92 2.06
H -6.41 3.56 3.15
H -3.29 4.22 3.48
H -2.92 3.32 2.02
H -4.88 2.33 4.16
H -3.22 1.77 3.92
H -4.46 1.49 2.67
K -2.02 -0.81 2.88
O -2.56 6.24 2.46
Cl -2.71 6.56 1.05
O -2.39 5.40 0.25
O -1.82 7.64 0.71
O -4.07 6.96 0.79
Cs 0.91 0.17 -2.03
C -3.19 -0.98 -6.92
C -4.37 -1.91 -6.96
O -4.34 -2.50 -5.66
C -3.69 -1.64 -4.84
O -3.64 -1.75 -3.64
O -3.10 -0.63 -5.54
H -3.34 -0.09 -7.53
H -2.26 -1.46 -7.23
H -5.31 -1.38 -7.09
H -4.27 -2.67 -7.73
N 5.39 -8.40 5.07
H 6.31 -8.12 4.73
H 4.70 -7.69 4.82
H 5.13 -9.30 4.65
H 5.43 -8.50 6.09
B 1.10 3.02 -7.48
O 1.51 2.74 -8.87
C 0.57 1.97 -9.41
O 0.59 1.55 -10.54
C -0.50 1.71 -8.40
O -1.49 1.04 -8.57
O -0.19 2.32 -7.27
F 0.94 4.42 -7.29
F 2.08 2.52 -6.57

Values from the calculation:
LUMO level   -0.21036 Eh
Charge   0
DFT total energy   -5664.91193 hartree
Orbital gap   0.055 hartree

---

[6]
Formula: C17H31BrCaCl4F3INNa2O10S2
Source: the Open Molecules 2025 dataset
Level of theory: wB97M-V/def2-TZVPD

Element x y z (Å)
C 2.46 4.16 1.77
C 3.78 4.03 0.90
O 3.50 3.59 -0.44
C 2.93 2.31 -0.40
O 3.74 1.35 -0.12
C 1.33 2.07 -0.65
C 1.06 2.16 -2.23
C -0.17 1.23 -2.73
C 0.00 -0.34 -2.39
O -1.20 -0.99 -1.93
C -1.31 -1.00 -0.49
C -0.37 -2.06 0.25
C -0.38 -1.96 1.84
C 0.00 -0.53 2.43
I -1.62 0.26 3.70
C -2.85 -1.19 -0.12
O -3.36 0.13 0.12
C -4.79 0.11 0.32
Br -5.03 -0.45 2.24
C -5.29 1.58 0.04
C -6.86 1.75 -0.04
C -7.15 3.31 0.28
O -7.60 0.99 0.93
H 1.63 4.59 1.13
H 2.14 3.12 2.09
H 2.59 4.82 2.67
H 4.47 3.25 1.39
H 4.30 5.04 0.85
H 0.98 1.06 -0.22
H 0.77 2.86 -0.06
H 2.00 1.96 -2.83
H 0.76 3.23 -2.47
H -0.18 1.35 -3.86
H -1.13 1.68 -2.35
H 0.28 -0.85 -3.36
H 0.88 -0.53 -1.70
H -1.00 0.05 -0.14
H 0.72 -2.03 -0.09
H -0.75 -3.10 -0.01
H 0.32 -2.71 2.33
H -1.41 -2.23 2.22
H 0.94 -0.60 3.06
H 0.17 0.27 1.65
H -2.95 -1.84 0.81
H -3.37 -1.74 -0.96
H -5.28 -0.68 -0.34
H -4.81 2.25 0.83
H -4.88 1.87 -0.98
H -7.21 1.58 -1.10
H -6.89 3.45 1.37
H -8.19 3.62 0.02
H -6.35 3.88 -0.30
H -8.11 1.63 1.46
O -0.66 4.22 -0.84
H -1.24 3.57 -0.42
Na 2.07 -0.46 -0.11
Ca 5.85 2.58 1.56
N 5.09 -4.01 -2.95
S 5.45 -3.03 -1.78
O 6.80 -3.07 -1.27
O 4.41 -2.74 -0.81
F 5.49 -1.66 -2.60
S 5.04 -5.51 -2.47
O 5.04 -6.46 -3.55
O 4.17 -5.83 -1.37
F 6.49 -5.75 -1.84
C 3.22 -6.94 2.18
Cl 1.84 -6.75 3.28
Cl 4.58 -7.68 3.05
Cl 2.75 -7.99 0.83
Cl 3.71 -5.35 1.56
F -1.51 5.51 -1.76
Na 0.31 1.75 5.00

Values from the calculation:
LUMO level   -0.21820 Eh
Charge   +1
DFT total energy   -8283.42474 hartree
Orbital gap   0.078 hartree